[1]
Formula: C4H7NSi
Source: the OMol25 dataset
Level of theory: the ωB97M-V functional and the def2-TZVPD basis

Positions of all 13 atoms, in Å:
H  1.4399  1.9270  0.3146
N  0.6375  1.8524  0.9104
C  0.1980  0.6761  0.8790
C  -1.0631  0.2524  1.5465
C  -1.1478  -0.9800  0.8415
C  0.2238  -0.6550  0.1896
Si  0.4742  -0.2355  -1.7055
H  -1.7130  0.7762  2.2127
H  -1.9399  -1.6649  0.7731
H  1.1419  -1.3100  0.5256
H  -0.5076  0.7192  -1.8947
H  0.4235  -1.5243  -2.3143
H  1.8328  0.1663  -2.2785

As for the HOMO energy: -9.35 eV. For the LUMO energy, the calculation gives 0.5 eV. The value obtained for the energy above the lowest of the compared OMol25 structures with the same formula, charge and spin is 0.754 eV. Its spin multiplicity is 1. As for the orbital gap: 9.9 eV. Its SMILES is [H]/N=C1/C=C[C@H]1[SiH3].



[2]
Formula: C4H6O2
Source: the OMol25 dataset
Level of theory: the ωB97M-V functional and the def2-TZVPD basis

Positions of all 12 atoms, in Å:
C  -1.3732  0.4929  0.1334
O  -0.9203  0.4835  -1.2537
C  0.1029  -0.4157  -0.9230
C  1.4362  0.1492  0.0969
O  0.7312  -0.4345  1.1931
C  -0.4331  -0.7098  0.4595
H  -2.4535  0.3260  0.2127
H  -1.0983  1.4305  0.6346
H  0.9474  -0.6715  -1.4955
H  2.4836  -0.2728  0.0625
H  1.5099  1.2398  0.0760
H  -0.9329  -1.6175  0.8035

As for the HOMO energy: -8.79 eV. For the LUMO energy, the calculation gives 1.1 eV. The value obtained for the energy above the lowest of the compared OMol25 structures with the same formula, charge and spin is 4.644 eV. Its spin multiplicity is 1. As for the orbital gap: 9.8 eV.



[3]
Formula: C27H35BN4O6S
Source: the OMol25 dataset
Level of theory: the ωB97M-V functional and the def2-TZVPD basis

Positions of all 74 atoms, in Å:
C  1.5545  -0.3084  2.7493
C  1.3009  -1.2077  1.5558
O  2.5506  -1.5213  0.9288
B  2.5830  -1.6027  -0.4275
O  1.5302  -2.1202  -1.1099
O  3.7806  -1.1952  -1.0847
S  3.7752  0.1286  -2.0061
O  2.5200  0.1474  -2.7353
O  3.6668  1.2491  -0.8339
C  2.7327  2.3335  -1.0626
C  1.3575  2.0101  -0.5259
C  0.4791  3.2541  -0.4185
N  -0.9359  2.9483  -0.6456
C  -1.4639  2.0275  0.3714
C  -2.7644  1.3858  -0.0404
C  -2.8798  0.0029  -0.1347
C  -4.0831  -0.6019  -0.4858
C  -5.1799  0.2001  -0.7523
C  -5.0861  1.5814  -0.6797
C  -3.8786  2.1692  -0.3221
O  -3.7474  3.5320  -0.2140
H  0.6012  0.0571  3.1330
H  2.1342  -0.8267  3.5105
H  2.1520  0.5497  2.4338
H  0.6055  -0.7494  0.8497
H  0.8212  -2.1273  1.9040
H  1.6659  -2.0847  -2.0642
H  2.7153  2.6214  -2.1146
H  3.1489  3.1718  -0.5016
H  1.4968  1.5680  0.4636
H  0.8433  1.2729  -1.1449
H  0.6443  3.7766  0.5365
H  0.7786  3.9648  -1.1970
H  -1.4468  3.8155  -0.5248
H  -0.7486  1.2326  0.5764
H  -1.6237  2.5527  1.3269
H  -2.0039  -0.6024  0.0684
H  -4.1453  -1.6754  -0.5266
H  -6.1239  -0.2657  -1.0081
H  -5.9340  2.2236  -0.8938
H  -4.6123  3.9353  -0.3423
N  3.2611  4.3119  -6.8039
C  3.5701  3.0601  -6.4705
C  2.7253  2.2252  -5.7545
C  1.4928  2.7172  -5.3554
C  1.1575  4.0187  -5.6921
C  2.0726  4.7695  -6.4160
H  4.5454  2.7129  -6.7941
H  3.0244  1.2154  -5.5077
H  0.8089  2.0964  -4.7901
H  0.2069  4.4451  -5.4013
H  1.8452  5.7911  -6.7011
N  4.6568  -1.2082  4.6862
C  4.7492  -1.4404  5.9939
C  5.4283  -2.5215  6.5354
C  6.0414  -3.4137  5.6704
C  5.9512  -3.1874  4.3066
C  5.2512  -2.0732  3.8670
H  4.2527  -0.7220  6.6374
H  5.4726  -2.6587  7.6072
H  6.5799  -4.2713  6.0530
H  6.4127  -3.8581  3.5950
H  5.1569  -1.8591  2.8077
N  -5.6252  -3.2278  0.4291
C  -6.0427  -3.1417  1.6898
C  -6.9507  -4.0214  2.2595
C  -7.4565  -5.0454  1.4751
C  -7.0346  -5.1471  0.1591
C  -6.1205  -4.2172  -0.3124
H  -5.6259  -2.3231  2.2676
H  -7.2522  -3.9037  3.2912
H  -8.1681  -5.7522  1.8823
H  -7.4038  -5.9293  -0.4898
H  -5.7637  -4.2643  -1.3360

As for the HOMO energy: -8.39 eV. For the LUMO energy, the calculation gives 0.7 eV. Its spin multiplicity is 1. As for the orbital gap: 9.1 eV.



[4]
Formula: C3H2Cl2F2O
Source: the OMol25 dataset
Level of theory: the ωB97M-V functional and the def2-TZVPD basis

Positions of all 10 atoms, in Å:
C  -0.4339  0.6649  0.5109
C  1.1604  -1.1709  0.6977
C  -1.2064  0.6648  -0.8197
O  -0.2691  1.5277  1.3128
F  -2.2880  1.4537  -0.9022
F  -1.5818  -0.5372  -1.2920
Cl  2.5088  -0.5069  1.4415
Cl  0.1416  1.1529  -2.0247
H  1.4485  -1.5613  -0.1973
H  0.5198  -1.6878  1.2730

As for the HOMO energy (alpha / beta): -8.92 / -8.85 eV. For the LUMO energy (alpha / beta), the calculation gives -0.7 / -0.7 eV. The value obtained for the energy above the lowest of the compared OMol25 structures with the same formula, charge and spin is 2.601 eV. Its spin multiplicity is 1. As for the orbital gap (alpha / beta): 8.2 / 8.1 eV.